ORCA calculation (ωB97M-V with the def2-TZVPD basis set) on a cluster of 9 separate species, C36H99N9O9 in total.

Structure (XYZ):
```
153
Properties=species:S:1:pos:R:3:forces:R:3:lowdin_charge:R:1
C -4.383192 -4.854041 -2.549297 0.699 0.012 -1.385 -0.061
C -3.811432 -3.620251 -1.938847 1.080 -0.053 0.899 -0.475
C -2.728672 -2.869491 -2.816747 -1.717 -0.326 0.917 -0.143
O -2.317942 -1.652571 -2.172017 0.028 -1.144 0.579 -0.216
C -1.298822 -1.019041 -2.885857 0.013 0.934 -0.292 -0.137
N -4.936532 -2.782041 -1.684647 -0.108 1.300 0.117 0.045
H -3.564042 -5.480231 -2.902837 -0.324 -0.588 0.156 0.084
H -4.894452 -4.479861 -3.436257 -0.205 -0.371 -0.395 0.080
H -5.142982 -5.344641 -1.940927 0.452 -0.050 0.162 0.094
H -3.427272 -3.864471 -0.948457 0.648 -0.026 0.056 0.122
H -3.335802 -2.559241 -3.667187 0.376 -0.154 -0.759 0.124
H -1.900142 -3.523101 -3.089587 0.197 0.153 -0.031 0.126
H -1.672312 -0.750381 -3.873997 0.215 -0.225 -0.469 0.093
H -0.353132 -1.559081 -2.932007 -0.077 -0.377 -0.093 0.081
H -1.066542 -0.057661 -2.427727 -0.148 -0.060 0.348 0.053
H -4.493772 -1.891901 -1.506557 -0.529 0.718 0.391 0.035
H -5.383192 -2.673071 -2.583937 -0.581 0.243 -0.185 0.072
C -0.466992 7.197029 -0.929777 1.507 -0.484 -1.407 -0.014
C 0.084108 5.842059 -0.461107 1.309 2.025 0.025 -0.391
C 1.631168 5.709179 -0.425327 1.861 -0.224 -1.130 -0.133
O 2.253878 5.519489 -1.731167 -1.948 1.029 -0.495 -0.197
C 3.657378 5.345969 -1.721267 -0.231 -0.443 1.487 -0.091
N -0.422892 5.662969 0.842293 -0.813 -0.864 -0.677 0.221
H -0.096352 7.201039 -1.954817 -0.851 0.568 -0.433 0.093
H 0.038618 8.052259 -0.481397 0.014 -0.252 0.498 0.092
H -1.545052 7.300759 -0.806807 0.095 -0.190 -0.403 0.088
H -0.228882 4.995439 -1.072147 -0.496 -0.076 -0.560 0.127
H 1.991898 4.838059 0.121593 -0.604 -0.141 0.602 0.086
H 2.088018 6.569679 0.063463 -0.162 0.331 0.051 0.136
H 4.186268 6.189749 -1.278087 -0.056 0.241 0.028 0.093
H 4.112058 5.133199 -2.688787 -0.722 0.050 -0.148 0.098
H 3.778618 4.486189 -1.062347 0.862 -0.316 0.045 0.072
H -1.411882 5.863459 0.799893 -0.457 0.865 0.510 0.119
H -0.422202 4.657699 0.939883 0.725 -2.574 2.215 0.039
C -1.163782 3.287719 -3.166127 0.268 0.221 -0.726 -0.051
C -2.661432 3.490579 -3.111417 -1.218 0.699 1.352 -0.417
C -3.380342 2.281029 -2.572337 1.165 -2.206 -1.825 -0.226
O -4.753212 2.186079 -2.842307 0.619 0.774 0.458 -0.155
C -5.266682 0.923029 -3.202077 -0.919 0.189 0.165 -0.090
N -3.009012 4.596439 -2.233997 0.767 1.444 -0.136 0.048
H -0.621302 3.240379 -2.221897 -0.365 -0.032 0.452 0.046
H -0.735232 4.125949 -3.715507 0.168 -0.014 -0.008 0.093
H -0.903052 2.372319 -3.697307 -0.049 -0.003 -0.123 0.077
H -3.045172 3.800509 -4.083417 0.075 -0.545 -0.279 0.152
H -3.106192 2.099389 -1.533127 -0.301 0.283 0.453 0.112
H -2.859222 1.489069 -3.110247 -0.200 -0.819 -0.101 0.098
H -5.170482 0.698039 -4.264257 0.080 0.273 -0.217 0.091
H -6.314912 1.052619 -2.932777 -0.148 -0.506 -0.348 0.097
H -4.898132 0.042049 -2.676577 0.475 0.270 0.477 0.064
H -2.475032 4.537259 -1.378737 -0.357 -0.099 0.293 0.039
H -4.003012 4.639059 -2.060117 0.005 -0.047 0.188 0.082
C 3.110138 -3.859991 0.149303 -0.561 1.863 -1.418 -0.053
C 4.124168 -2.941691 -0.521917 2.909 -1.513 -0.131 -0.386
C 5.022108 -2.169671 0.475783 -1.109 0.471 0.331 -0.178
O 4.178948 -1.289361 1.214793 -1.746 0.523 -0.938 -0.212
C 4.749098 -0.238031 1.922733 1.233 -0.591 0.966 -0.122
N 5.003198 -3.823051 -1.412197 -0.430 0.410 0.592 0.036
H 2.464358 -4.060761 -0.705537 -0.251 -0.980 0.264 0.083
H 2.526148 -3.155881 0.741983 -0.054 -0.607 0.778 0.055
H 3.501568 -4.752721 0.637083 -0.064 0.295 0.043 0.077
H 3.648608 -2.245051 -1.212307 -0.220 0.146 0.325 0.109
H 5.771678 -1.601901 -0.075467 0.287 0.037 -0.002 0.108
H 5.467278 -2.807731 1.239213 0.477 -0.478 -0.372 0.132
H 4.057438 0.349499 2.526483 -0.633 -0.306 -0.437 0.075
H 5.342338 0.461459 1.333773 0.075 -0.053 -0.339 0.070
H 5.390028 -0.712681 2.665713 0.609 0.338 0.265 0.091
H 5.355058 -4.618211 -0.898367 -0.543 -0.445 0.410 0.056
H 5.892698 -3.415951 -1.663527 -0.061 0.886 -0.308 0.053
C -3.574172 1.579559 1.319143 0.716 -0.556 0.074 -0.059
C -4.868082 0.755559 1.437383 0.713 0.101 -0.978 -0.447
C -4.802112 -0.284491 2.582023 -0.671 -0.881 -1.428 -0.207
O -3.720042 -1.178741 2.530173 0.959 -0.400 -0.541 -0.196
C -3.709182 -1.976181 1.293413 -0.182 0.773 1.656 -0.070
N -5.911542 1.707189 1.641163 -0.223 0.886 1.203 0.036
H -3.595792 2.474339 0.697053 -0.724 -0.096 -0.238 0.068
H -2.752272 0.974499 0.936403 0.086 -0.346 0.016 0.055
H -3.233562 1.934289 2.291903 -0.121 -0.078 0.349 0.064
H -5.160542 0.364959 0.462713 0.727 -0.946 -0.068 0.133
H -5.665932 -0.944451 2.502223 -0.757 0.248 -0.162 0.119
H -4.934512 0.189139 3.554773 0.769 0.173 0.134 0.128
H -4.722322 -2.316551 1.079403 -0.070 0.146 -0.297 0.086
H -3.110252 -2.864771 1.492883 0.181 0.207 -0.006 0.086
H -3.279562 -1.364671 0.499943 -0.109 -0.237 -0.256 0.065
H -6.762222 1.242359 1.924663 -0.347 -0.094 -0.010 0.082
H -5.534732 2.125189 2.479853 -0.876 1.066 0.530 0.066
C -0.347102 2.941639 6.029663 0.757 -0.958 -0.024 -0.049
C -0.510742 2.365159 4.632133 0.266 -0.807 0.694 -0.422
C -1.037432 0.877229 4.624923 -1.729 0.609 1.331 -0.168
O -0.519292 0.036389 5.676963 0.752 0.569 -1.345 -0.166
C 0.868498 -0.194041 5.476643 -0.022 -0.636 0.164 -0.103
N -1.334322 3.346299 3.906763 0.160 -1.266 -0.956 0.026
H -1.305022 2.822949 6.536023 0.199 0.171 0.383 0.097
H -0.033232 3.983939 5.973143 -0.240 0.085 0.018 0.080
H 0.465928 2.425789 6.540523 -0.332 -0.083 0.469 0.072
H 0.464468 2.253509 4.158213 0.245 0.568 -0.217 0.107
H -1.070782 0.447699 3.623683 0.941 -0.289 -0.178 0.105
H -2.093842 0.815739 4.886293 -0.369 0.696 0.030 0.122
H 1.052048 -0.476211 4.439923 0.204 0.522 -0.328 0.085
H 1.220038 -1.075651 6.012623 -0.443 0.050 0.474 0.091
H 1.449858 0.652969 5.840923 0.244 0.089 -0.375 0.078
H -2.234852 3.345749 4.364093 -0.252 0.326 -0.029 0.084
H -0.878022 4.230909 4.078093 -0.326 0.302 -0.015 0.074
C 3.225398 -7.891261 0.524293 0.063 -0.135 -0.090 -0.064
C 1.917828 -8.091191 1.329013 0.408 0.968 -0.066 -0.424
C 0.956378 -6.878271 1.305373 -0.145 0.749 -0.710 -0.158
O 0.385018 -6.629761 -0.034457 0.982 -0.390 0.826 -0.204
C -0.454372 -5.489041 -0.004387 0.118 -0.669 0.289 -0.115
N 1.293478 -9.264681 0.799513 -1.268 -0.410 -0.974 0.031
H 3.988278 -7.242571 0.954783 -0.191 0.028 0.504 0.060
H 3.104538 -7.509801 -0.489597 -0.574 -0.020 -0.047 0.075
H 3.645428 -8.890941 0.413313 0.176 0.083 0.076 0.073
H 2.185248 -8.348131 2.353993 0.055 0.550 0.242 0.137
H 1.451318 -5.970961 1.651683 0.445 0.240 -0.223 0.104
H 0.114158 -6.945911 1.993973 -0.197 -0.675 0.151 0.113
H -1.209232 -5.693581 0.754863 -0.283 0.534 0.198 0.086
H -0.965232 -5.337301 -0.955217 0.219 -0.319 -0.142 0.080
H 0.127478 -4.594221 0.216653 -0.034 0.209 0.220 0.066
H 0.483088 -9.530381 1.340603 0.081 -0.274 0.858 0.076
H 0.781208 -8.878181 0.019573 0.124 -0.390 -1.112 0.065
C 2.544068 1.943849 -3.439287 -0.615 0.349 -0.235 -0.050
C 3.269838 0.618239 -3.398617 0.651 -0.338 -1.188 -0.414
C 4.265978 0.538139 -2.250317 0.436 0.617 0.931 -0.178
O 5.241008 1.585409 -2.329667 -1.235 0.535 -1.613 -0.203
C 5.927848 1.891139 -1.145597 -0.684 -0.405 -0.778 -0.098
N 2.267718 -0.468311 -3.425847 -0.192 0.434 0.985 0.048
H 2.018688 2.038979 -4.389557 -0.103 -0.123 -0.158 0.083
H 3.157138 2.843749 -3.389947 0.280 -0.330 0.282 0.073
H 1.761368 1.985039 -2.681797 0.037 0.040 0.343 0.058
H 3.799788 0.538729 -4.347787 0.659 0.254 0.025 0.139
H 4.838838 -0.381871 -2.134027 -0.267 -0.536 -0.447 0.117
H 3.698788 0.642269 -1.325357 -0.248 0.065 0.405 0.109
H 5.288108 2.438119 -0.453037 -0.286 -0.338 0.507 0.069
H 6.698488 2.613309 -1.415177 0.440 -0.580 0.064 0.098
H 6.223048 0.894899 -0.816277 0.858 0.468 1.043 0.079
H 1.622928 -0.243501 -4.170027 -0.151 -0.084 -0.075 0.066
H 2.641668 -1.383501 -3.632457 0.368 0.017 -0.020 0.077
C 2.053418 2.371659 1.486423 -1.458 0.087 -1.383 -0.006
C 0.812238 2.340289 0.504663 0.599 -2.062 1.016 -0.310
C 0.420128 0.877579 0.019043 0.622 -0.815 0.713 -0.140
O -0.000562 0.062209 1.146513 -0.590 1.499 0.191 -0.204
C -0.222152 -1.349391 1.010583 0.610 0.174 -0.599 -0.056
N -0.413042 2.872389 1.132083 0.712 -0.528 -0.813 0.168
H 1.835228 1.791209 2.382853 -0.051 0.234 0.052 0.068
H 2.246628 3.428379 1.671083 0.304 -0.179 0.483 0.068
H 2.906008 1.905619 0.992463 -0.008 0.152 -0.046 0.064
H 1.030638 2.886639 -0.412897 0.057 0.132 -0.118 0.110
H 1.219308 0.333429 -0.484267 0.559 0.365 -0.023 0.119
H -0.311082 1.031379 -0.774547 -0.779 -0.237 0.213 0.092
H -0.762282 -1.805851 1.840043 -0.330 0.929 0.323 0.088
H 0.743948 -1.851131 1.065373 0.162 -0.090 -0.633 0.072
H -0.796632 -1.562501 0.109113 0.223 -0.170 -0.200 0.078
H -1.160472 2.270549 0.817083 -0.862 0.396 -0.517 0.064
H -0.472242 2.708789 2.126983 0.137 0.667 0.871 0.056
```
Positions in Å, forces in eV/Å.

The LUMO energy (alpha / beta) is -1.808 / -7.519 eV. As for the expectation value of S²: 0.7578. The calculation puts the total energy at -70759.533 eV. As for the spin multiplicity: 2. The total charge is +1.

***

ORCA calculation (ωB97M-V with the def2-TZVPD basis set) on a cluster of 8 separate species, C24H40O24 in total.

Structure (XYZ):
```
88
Properties=species:S:1:pos:R:3:forces:R:3:lowdin_charge:R:1
C 6.750532 2.510716 4.227300 0.795 1.096 1.449 -0.010
O 5.383152 2.983376 4.384470 -0.188 -0.743 -1.654 -0.003
C 4.976872 3.685586 5.418170 -1.357 0.182 2.701 -0.515
O 5.619132 3.947736 6.428990 -1.331 -0.050 -2.055 0.103
O 3.567622 3.938816 5.222620 2.192 -0.593 0.217 -0.068
C 2.716882 4.620826 6.196780 1.390 -0.013 -0.002 -0.043
H 6.984022 1.755676 3.476640 -1.447 0.023 -0.245 0.092
H 7.108392 2.108106 5.174910 -0.126 0.134 0.099 0.093
H 7.379782 3.362966 3.970750 -0.068 0.118 0.137 0.095
H 2.038872 5.197616 5.567710 0.048 0.047 0.378 0.088
H 3.309932 5.223056 6.885050 0.158 0.431 -0.435 0.084
H 2.183232 3.971136 6.890480 -0.075 -0.636 -0.602 0.084
C 0.498662 -6.508264 8.593790 -0.070 0.595 0.143 -0.018
O 0.842382 -5.077924 8.608480 0.191 0.401 -1.730 -0.027
C 0.409602 -4.280754 7.578350 -2.724 -0.658 -1.663 -0.505
O -0.656458 -4.422424 6.941200 3.227 0.092 1.891 0.080
O 1.279692 -3.270444 7.358580 -0.041 -2.067 1.223 0.001
C 1.161342 -2.394264 6.290490 -0.295 3.176 -0.437 -0.086
H 0.127112 -6.907104 7.649870 -0.496 0.738 -0.038 0.092
H -0.204648 -6.619094 9.419130 0.011 -0.401 -0.282 0.093
H 1.402422 -7.097614 8.748690 0.184 0.481 0.473 0.085
H 1.349492 -1.413024 6.726220 0.531 0.149 0.336 0.088
H 0.198742 -2.111474 5.864440 -0.465 -1.482 -0.017 0.099
H 1.920812 -2.439334 5.509910 -0.053 -1.028 0.094 0.097
C -3.528808 -11.013924 2.157900 -1.219 -2.406 0.525 -0.076
O -2.971818 -9.925284 1.500140 0.026 0.380 -0.378 0.030
C -1.695468 -9.714684 1.746490 3.544 0.521 2.868 -0.550
O -0.898508 -10.337764 2.492250 -2.805 1.038 -2.486 0.077
O -1.362198 -8.520404 1.209110 -0.122 -0.626 -0.063 -0.012
C 0.001542 -8.078104 1.272640 0.491 0.125 -0.610 -0.047
H -3.599258 -10.940154 3.243120 0.710 0.299 -0.005 0.105
H -3.070218 -11.953304 1.849100 0.659 0.115 0.374 0.101
H -4.558948 -11.230354 1.874930 -0.139 1.026 -0.579 0.093
H 0.720582 -8.795854 0.877760 -0.379 -0.336 -0.143 0.093
H 0.413922 -7.793024 2.240500 -0.793 -0.096 0.341 0.094
H 0.011512 -7.209204 0.614600 0.025 -0.020 0.149 0.092
C -0.892678 8.858086 1.601310 -1.266 -0.562 -0.041 -0.040
O 0.097572 9.035296 0.602740 0.700 0.095 -0.264 0.011
C -0.189288 9.482936 -0.616710 -0.408 1.791 -1.426 -0.550
O -1.249768 9.875146 -1.056460 0.581 -0.720 0.790 0.120
O 0.964692 9.566466 -1.326330 -0.296 -2.098 4.122 -0.008
C 1.152612 10.251496 -2.464830 0.066 0.731 -3.122 -0.107
H -0.640458 9.327846 2.552000 0.563 0.065 -0.323 0.095
H -1.012518 7.784366 1.745750 0.148 -0.005 0.174 0.092
H -1.881808 9.224676 1.326850 0.190 0.245 -0.421 0.093
H 2.127012 10.738946 -2.432540 -0.213 0.389 0.269 0.099
H 0.340902 10.913906 -2.765550 0.014 0.250 0.447 0.101
H 1.248642 9.544236 -3.288650 -0.082 -0.187 -0.204 0.095
O -6.553718 -3.168934 1.458620 1.008 -1.936 -2.805 0.126
C -5.975888 -3.691834 0.507690 -1.860 -0.474 2.465 -0.520
O -4.918768 -3.185884 -0.053740 2.134 0.712 -0.990 0.094
C -4.373158 -4.087884 -1.015020 0.165 -0.012 -2.024 -0.105
C -5.515248 -5.075694 -1.268170 1.164 0.748 -0.256 -0.155
O -6.235768 -4.924674 -0.104250 -1.859 0.684 2.929 0.034
H -4.095768 -3.577144 -1.937140 -0.350 0.570 0.132 0.127
H -3.437598 -4.600714 -0.791750 -0.166 0.170 1.259 0.130
H -5.063798 -6.064774 -1.345770 -0.658 -0.156 -0.188 0.135
H -6.196378 -4.784444 -2.067740 0.436 -0.306 -0.512 0.134
O 0.266962 -0.762594 -0.681410 0.521 4.436 -0.391 0.094
C 0.351592 0.481206 -0.572370 -0.732 -4.348 0.232 -0.537
O 0.189332 1.064206 0.611410 -0.424 -0.652 1.241 0.058
C 0.320622 2.456276 0.587200 0.440 0.563 -2.432 -0.094
C 0.625062 2.689246 -0.947070 0.567 0.698 0.711 -0.101
O 0.549432 1.397616 -1.519210 0.145 -0.618 -0.570 0.068
H -0.615518 2.967576 0.811490 0.260 -0.173 0.745 0.131
H 1.224422 2.710506 1.140940 -0.585 0.379 0.440 0.132
H 1.640742 3.075956 -1.030510 0.057 -0.141 -0.301 0.122
H -0.023728 3.363636 -1.505970 -0.237 -0.151 0.302 0.128
O 0.785302 4.571486 -7.124700 -0.487 2.783 -3.370 0.118
C 0.332112 5.105146 -8.140770 -2.025 -3.197 1.771 -0.408
O -0.139728 6.382116 -8.356790 1.916 -1.481 0.703 0.055
C -1.078308 6.357676 -9.411910 -1.410 0.803 0.790 -0.151
C -1.050778 5.005786 -10.015150 0.427 -1.284 -0.246 -0.161
O -0.207128 4.238246 -9.164050 1.921 1.789 1.153 0.011
H -2.062928 6.357766 -8.944330 -0.057 1.186 0.071 0.133
H -0.904438 7.193136 -10.090040 -0.077 -0.119 0.168 0.139
H -0.696828 5.085766 -11.042980 -0.022 -0.767 -0.046 0.131
H -2.001878 4.496006 -9.861430 -0.189 0.271 -0.983 0.134
O 0.967192 -4.817894 -6.788900 0.340 5.359 0.745 0.080
C 0.950022 -3.551214 -6.698600 1.087 -6.013 -1.302 -0.514
O -0.128408 -2.846554 -6.886210 -1.832 -0.693 0.470 0.084
C 0.158852 -1.491524 -6.850020 -0.083 1.363 1.666 -0.112
C 1.602752 -1.475834 -6.280990 -0.562 2.564 -1.668 -0.146
O 2.025612 -2.739124 -6.577080 0.923 -2.482 0.015 0.073
H -0.048638 -1.122714 -7.854530 0.684 0.429 0.081 0.138
H -0.447588 -0.952354 -6.122260 -0.585 -0.212 -0.250 0.131
H 1.843862 -1.221404 -5.248890 -0.862 -0.077 0.187 0.139
H 2.063312 -0.711394 -6.906780 0.884 -0.220 0.084 0.129
```
Positions in Å, forces in eV/Å.

The LUMO energy is 0.019 eV. The SMILES is COC(=O)OC.COC(=O)OC.COC(=O)OC.COC(=O)OC.O=C1OCCO1.O=C1OCCO1.O=C1OCCO1.O=C1OCCO1. The calculation puts the total energy at -74671.135 eV. The total charge is 0.

***

no.,F_max (eV/A)
1,3.47
2,6.25